Molecular formula: C4H6O2
Method: DFT, ωB97M-V/def2-TZVPD

Cartesian coordinates (Å):
C: -0.52429 -0.67829 1.64330
C: -1.09417 -0.72975 0.47013
O: -0.46526 -1.14836 -0.65393
C: 0.56463 -0.31947 -1.15656
C: 0.72554 1.16547 -0.66472
O: 0.68112 1.73371 0.42415
H: -1.25489 -0.52548 2.47630
H: 0.52709 -0.52300 1.86741
H: -2.28708 -0.84011 0.43568
H: 1.52801 -0.81693 -0.95152
H: 0.57457 -0.30678 -2.27841
H: 1.15521 1.70181 -1.46415

Values from the calculation:
E_tot in Eh: -306.38859
Energy above the lowest of the compared OMol25 structures with the same formula, charge and spin in kcal per mole: 73.9
SMILES: C=COCC=O
HOMO level in eV: -9.077